(1)
Density functional theory data (ωB97M-V/def2-TZVPD) for C42H41NO3P2PtS as an isolated structure at a distorted geometry.

## Properties
Highest occupied orbital energy (spin up / spin down) = -0.427 / -0.507 hartree
Orbital gap (spin up / spin down) = 0.2287 / 0.1452 Eh
2S+1 = 5
ΔE to the lowest compared entry with this formula, charge and spin = 0.0 kJ/mol
Charge = +2
⟨S²⟩ = 6.02
Lowest unoccupied orbital energy (spin up / spin down) = -5.4 / -9.8 eV

Geometry (Å):
1 Pt 0.4507 -0.0111 1.3330
2 C -1.5090 0.9372 -3.6476
3 C -1.5530 -0.3929 -3.5391
4 C -0.9998 -1.3341 -4.5690
5 C 0.3204 -0.9509 -5.2990
6 C 1.3738 -0.2761 -4.4714
7 C 1.4127 1.0318 -4.2031
8 C 0.4793 2.0416 -4.8038
9 C -1.0104 1.6532 -4.8618
10 C 1.8587 0.5358 2.7961
11 H -1.9215 1.5880 -2.8762
12 H -2.1298 -0.8612 -2.7348
13 H -1.7587 -1.4767 -5.3607
14 H -0.8476 -2.3169 -4.0984
15 H 0.7655 -1.8977 -5.6479
16 H 0.0793 -0.3771 -6.2086
17 H 2.1921 -0.9364 -4.1711
18 H 2.2397 1.4825 -3.6557
19 H 0.7968 2.2787 -5.8342
20 H 0.5760 2.9704 -4.2228
21 H -1.5916 2.5853 -4.9508
22 H -1.1931 1.0489 -5.7598
23 H 1.3874 1.3598 3.3480
24 H 2.8326 0.8341 2.3865
25 H 1.9770 -0.3495 3.4323
26 P -1.0557 -0.7558 -0.1324
27 P 2.0910 0.0600 -0.1147
28 C 0.1021 -1.3887 -1.3662
29 C 1.3802 -0.9158 -1.4396
30 C -2.2019 -2.1078 0.2418
31 C -2.4265 -3.1428 -0.6766
32 C -3.1707 -4.2614 -0.2921
33 C -3.7338 -4.3211 0.9856
34 C -3.6376 -3.2255 1.8547
35 C -2.8995 -2.1097 1.4663
36 C -2.1724 0.6540 -0.5004
37 C -1.7274 1.9888 -0.3897
38 C -2.6366 3.0425 -0.4892
39 C -3.9910 2.7832 -0.7076
40 C -4.4341 1.4672 -0.8671
41 C -3.5309 0.4130 -0.7705
42 C 3.5576 -0.9151 0.3607
43 C 3.3370 -2.1436 1.0017
44 C 4.4121 -2.9975 1.2554
45 C 5.7077 -2.6205 0.8871
46 C 5.9277 -1.3789 0.2806
47 C 4.8592 -0.5168 0.0250
48 C 2.6239 1.7603 -0.4871
49 C 2.2958 2.8033 0.3977
50 C 2.6925 4.1110 0.1125
51 C 3.4087 4.3973 -1.0512
52 C 3.7487 3.3601 -1.9289
53 C 3.3746 2.0428 -1.6407
54 H -0.2236 -2.2241 -1.9922
55 H 2.0693 -1.2288 -2.2214
56 H -2.0178 -3.0785 -1.6840
57 H -3.2981 -5.0832 -1.0000
58 H -4.2614 -5.2201 1.3047
59 H -4.1280 -3.2387 2.8285
60 H -2.8437 -1.2316 2.1093
61 H -0.6723 2.1954 -0.2040
62 H -2.2820 4.0699 -0.3812
63 H -4.7087 3.6018 -0.7396
64 H -5.4862 1.2469 -1.0471
65 H -3.8872 -0.6134 -0.8750
66 H 2.3254 -2.4282 1.3008
67 H 4.2229 -3.9608 1.7286
68 H 6.5444 -3.2988 1.0683
69 H 6.9357 -1.0804 -0.0090
70 H 5.0294 0.4563 -0.4371
71 H 1.7448 2.5798 1.3156
72 H 2.4363 4.9062 0.8157
73 H 3.7070 5.4260 -1.2669
74 H 4.3114 3.5723 -2.8404
75 H 3.6481 1.2275 -2.3155
76 O -0.0033 -2.2754 3.4701
77 C -0.6259 -1.2544 3.7825
78 N -0.8486 -0.2066 2.8808
79 S -1.7405 1.1365 3.4175
80 O -0.9355 2.3348 3.3911
81 O -3.0544 1.1486 2.8132
82 C -1.8071 0.4014 5.0189
83 C -2.3533 1.0093 6.1451
84 C -2.2625 0.3307 7.3678
85 C -1.6355 -0.9272 7.4439
86 C -1.1126 -1.5314 6.3022
87 C -1.2160 -0.8577 5.0755
88 H -2.8327 1.9790 6.0364
89 H -2.6875 0.7871 8.2597
90 H -1.5619 -1.4197 8.4142
91 H -0.6170 -2.4990 6.3276

Atomic forces in eV per Å
Pt -1.08 -0.80 2.42
C 0.37 4.36 -0.85
C -0.07 -4.29 -0.47
C 0.68 0.03 0.44
C -0.10 -0.42 -0.50
C 0.14 0.15 0.14
C 0.28 -0.18 -0.53
C 0.23 0.55 0.30
C -0.95 0.08 -0.02
C 1.18 0.43 0.51
H 0.07 -0.38 0.12
H 0.02 0.35 -0.34
H -0.21 -0.03 0.36
H -0.33 0.21 -0.15
H -0.39 0.32 -0.04
H 0.26 -0.17 0.30
H -0.22 0.38 0.08
H -0.24 -0.38 -0.18
H -0.07 -0.04 0.36
H -0.13 -0.20 -0.21
H 0.17 -0.35 -0.06
H -0.04 0.15 0.26
H 0.14 -0.13 -0.20
H -0.31 -0.09 0.27
H -0.06 0.09 -0.24
P -0.48 -0.36 -1.77
P 0.80 -0.25 -0.41
C -5.72 -1.44 0.17
C 5.68 2.47 -0.40
C -0.39 -0.14 0.08
C 0.10 -0.12 0.43
C -0.03 0.19 -0.04
C 0.07 0.12 0.02
C 0.10 0.02 -0.44
C 0.35 -0.12 -0.14
C -0.25 0.51 -0.10
C -0.12 -0.29 0.05
C 0.11 -0.05 -0.08
C 0.01 -0.15 0.00
C 0.13 0.08 -0.06
C 0.22 -0.13 0.09
C 0.09 0.23 -0.10
C 0.17 -0.11 -0.11
C -0.12 0.20 -0.05
C -0.17 0.12 -0.09
C -0.06 -0.01 0.03
C -0.10 -0.24 0.02
C 0.09 0.16 -0.35
C 0.00 -0.17 -0.17
C -0.01 -0.06 0.06
C -0.06 -0.25 0.01
C -0.02 -0.18 0.07
C -0.13 0.31 0.16
H 0.35 -0.02 0.61
H -0.28 -0.15 0.32
H 0.01 -0.26 0.24
H -0.02 0.25 0.29
H 0.09 0.27 -0.13
H 0.11 -0.02 -0.31
H -0.05 -0.33 -0.10
H -0.21 -0.01 0.05
H -0.14 -0.34 0.00
H 0.20 -0.17 -0.03
H 0.26 0.14 0.05
H 0.02 0.30 0.11
H 0.25 0.00 -0.09
H 0.13 0.27 -0.08
H -0.27 0.26 -0.05
H -0.26 -0.09 0.14
H 0.05 -0.31 0.13
H 0.13 0.21 -0.39
H 0.10 -0.22 -0.26
H -0.09 -0.38 0.04
H -0.13 -0.04 0.31
H 0.05 0.30 0.23
O -1.27 2.08 0.62
C 0.60 -1.69 0.02
N 0.80 1.05 -1.66
S -0.66 -0.34 1.03
O -0.38 -1.06 -0.26
O 1.17 -0.12 0.00
C -0.38 0.43 0.97
C 0.10 -0.27 -0.09
C 0.04 -0.06 -0.46
C -0.13 0.25 -0.09
C -0.09 0.19 -0.37
C 0.20 -0.05 0.68
H 0.08 -0.14 0.27
H 0.14 -0.14 -0.17
H 0.00 0.09 -0.33
H -0.11 0.17 0.09

***

(2)
Density functional theory data (ωB97M-V/def2-TZVPD) for C24H19Cl2N4O2V as an isolated structure.

## Properties
Highest occupied orbital energy (spin up / spin down) = -0.122 / -0.173 hartree
Orbital gap (spin up / spin down) = 0.2149 / 0.2656 Eh
2S+1 = 4
ΔE to the lowest compared entry with this formula, charge and spin = 34.7 kJ/mol
Charge = -1
⟨S²⟩ = 3.78
Lowest unoccupied orbital energy (spin up / spin down) = 2.5 / 2.5 eV

Geometry (Å):
1 V 0.2397 -0.6223 -0.5977
2 Cl -1.7210 -5.8470 3.4087
3 C -1.7186 -4.6047 2.1853
4 C -0.5612 -3.8494 2.0152
5 C -0.5204 -2.8454 1.0639
6 N 0.5925 -2.0333 0.7841
7 C 1.8664 -2.3789 1.0118
8 O 2.3326 -3.3278 1.6405
9 C 2.8340 -1.4126 0.3164
10 C 4.1957 -1.5831 0.4683
11 C 5.0628 -0.7023 -0.1583
12 C 4.5237 0.3293 -0.9117
13 C 3.1502 0.4226 -1.0343
14 N 2.3030 -0.4424 -0.4627
15 C -1.6690 -2.6016 0.2506
16 C -2.8030 -3.3740 0.4260
17 C -2.8276 -4.3698 1.3992
18 Cl -4.2876 -5.3039 1.5871
19 N -1.5165 -1.5842 -0.7092
20 C -2.1815 -1.5282 -1.8706
21 O -3.1445 -2.1818 -2.2677
22 C -1.5611 -0.4903 -2.8179
23 C -2.1304 -0.2747 -4.0573
24 C -1.5662 0.6646 -4.9061
25 C -0.4503 1.3624 -4.4711
26 C 0.0752 1.0747 -3.2250
27 N -0.4391 0.1454 -2.4113
28 H 0.3118 -4.0549 2.6145
29 H 4.5283 -2.4055 1.0864
30 H 6.1347 -0.8112 -0.0540
31 H 5.1509 1.0603 -1.4041
32 H 2.6931 1.2237 -1.5991
33 H -3.6639 -3.2123 -0.2035
34 H -3.0086 -0.8525 -4.3096
35 H -1.9925 0.8555 -5.8827
36 H 0.0180 2.1228 -5.0815
37 H 0.9355 1.6084 -2.8438
38 C -2.0590 3.6596 1.8598
39 C -0.5730 3.2840 1.9416
40 C -0.2123 2.9730 3.4007
41 C 0.2704 4.4728 1.4591
42 C -0.3056 2.1048 1.1012
43 C -0.0957 1.0951 0.4444
44 H -2.2690 4.5349 2.4829
45 H -2.6804 2.8307 2.2000
46 H -2.3377 3.8879 0.8301
47 H -0.4078 3.8410 4.0386
48 H 0.8424 2.7075 3.4834
49 H -0.7998 2.1303 3.7661
50 H 0.0799 5.3558 2.0774
51 H 0.0294 4.7146 0.4228
52 H 1.3332 4.2322 1.5128

Atomic forces in eV per Å
V 0.07 0.77 0.09
Cl -0.01 0.03 -0.04
C 0.08 -0.02 0.08
C -0.05 -0.06 0.07
C 0.07 0.11 -0.10
N 0.07 -0.67 -0.04
C -0.04 0.09 -0.04
O 0.03 -0.04 0.06
C -0.32 -0.14 0.02
C 0.10 0.05 0.09
C -0.03 -0.05 0.02
C 0.01 0.06 -0.04
C -0.11 -0.04 0.05
N 0.79 -0.20 0.25
C 0.12 0.11 -0.08
C -0.08 -0.05 0.06
C -0.10 0.02 -0.05
Cl 0.05 0.02 0.00
N -0.17 -0.63 -0.21
C 0.09 0.08 0.02
O -0.08 -0.02 -0.02
C 0.01 -0.24 0.27
C -0.08 0.11 -0.05
C -0.04 -0.05 0.01
C 0.06 0.05 0.01
C -0.03 -0.04 0.09
N -0.49 0.03 -0.59
H 0.00 0.00 0.00
H 0.01 0.01 0.00
H 0.00 0.00 0.00
H 0.01 -0.01 0.01
H 0.01 0.01 -0.03
H 0.01 0.00 0.00
H 0.00 0.02 -0.01
H 0.00 0.00 0.00
H -0.02 0.00 -0.01
H 0.02 0.00 -0.01
C -0.01 0.00 0.00
C 0.00 0.01 -0.02
C 0.00 0.00 0.02
C 0.00 0.01 0.00
C 0.01 -0.02 0.01
C 0.04 0.73 0.14
H 0.00 0.00 0.00
H 0.01 -0.01 0.00
H 0.00 0.00 0.00
H 0.00 0.00 0.00
H 0.00 0.00 0.00
H 0.00 0.00 -0.01
H 0.00 0.00 0.00
H 0.00 0.00 0.00
H 0.00 -0.01 0.00